Density functional theory data (ωB97M-V/def2-TZVPD) for C22H30N4S4SbSe4Tc as an isolated structure at a distorted geometry.

Geometry (Å):
Tc1 12.94358 10.53807 12.86227
C1 14.42754 11.03311 14.44143
C2 14.40182 9.63826 14.21088
C3 14.95250 9.34854 12.88599
C4 15.61761 10.48840 12.46210
C5 15.58498 11.55945 13.61554
H1 14.05695 11.46416 15.39032
H2 14.08663 8.87110 14.87887
H3 14.85208 8.36736 12.43339
H4 15.93117 10.71056 11.40670
H5 16.49344 11.38106 14.17070
Se1 11.40508 13.69696 11.27788
Sb1 9.30182 14.66048 12.58390
Se2 11.10786 9.80420 13.68366
Se3 12.64027 12.83622 13.05822
Se4 9.50463 13.61980 14.72431
S1 15.89027 17.30889 16.89826
C6 16.01150 15.99862 15.96014
S2 15.21445 15.82487 14.36184
C7 15.97040 14.22308 14.26754
N1 16.59554 13.85400 15.31358
N2 16.67192 14.82040 16.24820
C8 17.40740 14.60731 17.53524
C9 16.68205 14.29090 18.64996
C10 17.38413 13.96394 19.82615
C11 18.76739 14.08847 19.83442
C12 19.43709 14.56252 18.71764
C13 18.75728 14.93585 17.59830
S3 15.67933 13.22603 12.79723
H6 15.60662 14.12470 18.74317
H7 16.91170 13.83066 20.78280
H8 19.34291 13.92530 20.74292
H9 20.52497 14.57845 18.81831
H10 19.32336 15.30900 16.72791
C14 11.52025 11.86694 7.05416
C15 9.99593 12.14218 7.29355
C16 9.07830 10.95011 7.61266
C17 8.93917 10.67678 9.14882
N3 10.22134 10.79573 9.83387
C18 11.12421 9.92293 10.18698
S4 12.75575 10.53325 10.40164
N4 10.89540 8.61185 10.29133
C19 9.67726 7.97559 10.70237
C20 8.89760 7.21983 9.56739
C21 9.33543 5.73562 9.54712
C22 10.81042 5.57526 9.15574
H11 11.83383 12.80503 6.68721
H12 11.70606 11.10884 6.26935
H13 12.09184 11.62773 7.90838
H14 9.58841 12.62196 6.37929
H15 9.82065 12.89825 8.12460
H16 9.43354 10.03340 7.17740
H17 8.08346 11.12791 7.24486
H18 8.35191 9.76340 9.25665
H19 8.32572 11.45940 9.56538
H20 10.53222 11.75814 9.92799
H21 11.75244 8.02893 10.39607
H22 9.09948 8.77154 11.19576
H23 9.96873 7.23654 11.46442
H24 9.00846 7.71487 8.63038
H25 7.85949 7.23756 9.81174
H26 8.76736 5.20840 8.89669
H27 9.16906 5.24488 10.53479
H28 10.91362 6.16254 8.18844
H29 11.05899 4.53441 8.96649
H30 11.58189 5.97144 9.82973

Its relative energy (zero: lowest compared OMol25 entry of this formula, charge and spin) is 91.4 kJ/mol. Its net charge is +2. The calculation puts the energy at -342706.68707 eV. The value obtained for the HOMO energy (alpha / beta) is -12.4 / -12.3 eV.